No. 1
75
Properties=species:S:1:pos:R:3:forces:R:3 method="wB97M-V/def2-TZVPD" gap_ha="0.1695 / 0.1645" spin_multiplicity=2 energy_ha=-4944.66203 e_homo_ev="-0.5 / -0.4" total_charge=-2 s_squared=1.2004 lumo_ev="4.1 / 4.1"
Ru 1.484 -2.322 -0.972 0.6187 -0.5810 -0.8303
Cl -2.937 -4.461 4.937 -0.0144 -0.0130 0.0017
C -1.842 -3.681 3.808 0.1322 0.0836 -0.0449
C -0.978 -2.668 4.272 -0.1165 -0.0320 0.0883
C -0.119 -2.042 3.421 0.0866 -0.0540 -0.1590
C -0.031 -2.379 2.012 -0.0270 -0.1207 0.3611
O 0.794 -1.796 1.271 -0.1688 0.3201 -0.0048
C -0.949 -3.402 1.584 -0.0240 -0.0559 -0.1598
C -1.096 -3.752 0.197 -0.0075 0.1422 0.1241
O -0.502 -3.272 -0.760 0.1581 -0.1085 -0.0311
C -1.823 -4.030 2.489 -0.0333 0.0062 0.0414
H -1.017 -2.386 5.318 0.0124 0.0004 -0.0050
H 0.538 -1.255 3.771 0.0062 -0.0157 0.0123
H -1.875 -4.510 -0.010 -0.0145 0.0315 -0.0387
H -2.500 -4.792 2.117 0.0027 -0.0008 -0.0032
C -1.020 4.144 0.377 -0.0054 0.0146 0.0181
C -0.476 2.995 -0.482 0.0202 -0.0108 -0.0028
C 0.790 2.423 0.179 0.0334 0.0276 -0.0033
C -0.031 3.575 -1.830 -0.0051 0.0300 0.0151
Si -1.726 1.541 -0.772 0.0095 -0.0080 -0.0742
Br 0.227 -0.529 -2.373 0.1959 -0.2169 0.3226
C -3.042 1.981 -2.146 -0.0095 0.0501 0.0247
C -2.391 1.964 -3.540 -0.0246 0.0164 0.0112
C -3.720 3.343 -1.951 -0.0118 0.0165 -0.0234
C -4.128 0.899 -2.182 -0.0088 0.0044 -0.0092
C -2.573 0.978 0.883 -0.0409 0.0538 0.0020
C -1.550 0.964 2.025 0.0318 -0.0108 0.0185
C -3.769 1.829 1.331 0.0108 0.0173 0.0131
C -3.022 -0.480 0.710 -0.0639 -0.0175 0.0398
H -0.242 4.909 0.511 -0.0043 -0.0049 -0.0082
H -1.321 3.810 1.371 0.0178 0.0061 -0.0135
H -1.883 4.629 -0.085 -0.0034 -0.0050 -0.0091
H 1.563 3.203 0.208 0.0008 -0.0036 0.0087
H 1.183 1.574 -0.384 0.0077 0.0008 0.0082
H 0.620 2.092 1.202 0.0135 -0.0049 -0.0261
H 0.800 4.273 -1.661 -0.0040 0.0037 -0.0110
H -0.830 4.132 -2.323 0.0043 0.0008 -0.0081
H 0.321 2.794 -2.507 0.0127 -0.0169 0.0111
H -1.719 2.805 -3.700 0.0231 -0.0103 0.0113
H -3.181 2.026 -4.300 0.0136 0.0087 -0.0112
H -1.824 1.047 -3.707 0.0000 -0.0219 -0.0009
H -3.001 4.163 -2.007 -0.0047 -0.0025 -0.0004
H -4.239 3.419 -0.993 0.0039 -0.0166 0.0105
H -4.463 3.506 -2.746 -0.0037 0.0021 0.0068
H -3.694 -0.093 -2.326 0.0093 -0.0095 0.0087
H -4.800 1.096 -3.028 -0.0102 -0.0095 0.0085
H -4.736 0.880 -1.278 0.0007 0.0002 0.0176
H -1.208 1.965 2.296 -0.0272 -0.0249 0.0073
H -0.677 0.357 1.778 0.0003 0.0024 -0.0199
H -2.015 0.519 2.914 -0.0013 0.0015 0.0051
H -3.482 2.868 1.515 0.0046 -0.0015 -0.0032
H -4.177 1.427 2.269 0.0034 0.0029 -0.0010
H -4.579 1.834 0.600 -0.0004 -0.0189 -0.0107
H -2.191 -1.096 0.370 0.0718 -0.0731 -0.0084
H -3.832 -0.594 -0.009 -0.0350 0.0111 -0.0174
H -3.369 -0.875 1.674 0.0046 -0.0222 -0.0060
C 4.650 -0.430 -2.622 0.0153 -0.0309 -0.0035
C 5.276 -1.067 -1.418 -0.0448 -0.0025 -0.1297
C 6.639 -1.044 -1.186 -0.0270 -0.0321 0.0474
C 7.202 -1.670 -0.076 0.0123 0.0308 -0.0136
C 6.363 -2.336 0.811 -0.0322 0.0139 0.0252
C 4.991 -2.394 0.623 0.1380 0.0243 0.0222
C 4.084 -3.115 1.573 -0.0590 -0.0356 -0.0039
C 4.429 -1.744 -0.503 -0.2333 -0.3420 0.0111
N 3.100 -1.711 -0.687 -0.3925 0.6066 0.1260
H 5.364 0.217 -3.138 0.0023 -0.0120 -0.0098
H 3.767 0.149 -2.344 0.0042 0.0336 0.0318
H 4.291 -1.193 -3.319 -0.0218 -0.0242 0.0049
H 7.275 -0.523 -1.897 -0.0045 -0.0037 0.0086
H 8.272 -1.640 0.093 0.0038 -0.0015 -0.0018
H 6.783 -2.835 1.680 0.0077 -0.0004 -0.0058
H 4.649 -3.516 2.418 -0.0217 -0.0003 -0.0004
H 3.566 -3.933 1.064 0.0183 0.0063 0.0045
H 3.295 -2.454 1.942 0.0040 0.0315 0.0276
Te 2.265 -4.310 -2.355 -0.2097 0.3751 0.2062



No. 2
53
Properties=species:S:1:pos:R:3:forces:R:3 method="wB97M-V/def2-TZVPD" gap_ha=0.1823 spin_multiplicity=1 energy_ha=-1498.74515 e_homo_ev=-17.7 total_charge=+3 de_lowest_kcal_mol=63.4 lumo_ev=-12.7
Pd -0.181 -0.065 0.010 -0.9800 -1.8358 -0.3671
O -4.057 5.613 2.727 0.0736 0.3530 0.0565
C -4.029 5.859 1.598 -0.2949 -0.5163 0.3068
O -3.975 5.945 0.440 0.2759 0.0663 -0.1725
C -2.420 3.553 0.819 -0.1543 0.2956 -0.1710
C -2.268 3.519 -0.491 0.0551 -0.1056 -0.1252
C -1.510 2.329 -0.690 0.1103 -0.3770 0.4622
N -1.144 1.575 0.370 -0.0128 1.2542 0.1406
C -1.469 1.821 1.655 0.0428 0.0273 -0.6423
C -2.208 2.995 1.993 -0.0379 -0.0277 0.1172
C -0.966 0.825 2.598 0.1177 -0.0917 0.5591
C -1.154 0.897 3.964 -0.0658 0.1792 -0.1781
C -0.585 -0.074 4.782 0.0782 -0.1142 0.0443
C 0.165 -1.072 4.197 -0.0315 0.0499 -0.0010
C 0.306 -1.093 2.810 -0.1109 -0.0574 -0.0309
N -0.256 -0.187 2.021 0.1482 0.1136 0.3665
C -1.153 1.747 -1.992 0.0633 0.0460 -0.3696
C -1.381 2.380 -3.198 -0.0490 0.0853 0.2366
C -1.018 1.744 -4.381 0.0491 -0.1221 -0.0546
C -0.451 0.488 -4.307 -0.0318 0.0748 -0.0347
C -0.239 -0.092 -3.060 -0.1768 -0.0849 0.1270
N -0.576 0.510 -1.921 0.1710 0.3790 -0.1530
H -2.682 4.160 -1.260 -0.0076 -0.0039 0.0245
H -2.456 3.337 2.993 -0.0052 0.0160 -0.0128
H -1.726 1.703 4.403 0.0034 -0.0154 0.0169
H -0.722 -0.033 5.855 -0.0011 -0.0066 -0.0018
H 0.642 -1.843 4.786 0.0002 0.0086 0.0131
H 0.875 -1.868 2.325 0.0007 -0.0472 -0.0561
H -1.828 3.365 -3.230 0.0010 -0.0075 -0.0234
H -1.183 2.228 -5.335 -0.0011 -0.0084 -0.0013
H -0.164 -0.057 -5.196 0.0018 0.0140 -0.0067
H 0.192 -1.079 -2.978 0.0393 -0.0179 0.0469
O 2.570 -0.286 0.190 0.0607 0.2228 0.4536
C 2.638 -0.928 -1.069 0.1273 -0.1657 -0.4402
C 2.880 -2.420 -0.981 0.0873 -0.0262 -0.0861
C 1.908 -3.109 -0.028 0.0081 -0.0379 0.1769
C 0.488 -3.247 -0.500 0.0627 -0.0837 0.0089
C 0.068 -4.494 -0.964 -0.0215 0.1014 -0.0038
C -1.238 -4.697 -1.362 -0.0249 -0.0038 -0.0079
C -2.128 -3.634 -1.280 0.0230 0.0222 0.0112
C -1.658 -2.424 -0.827 -0.0590 0.0671 0.0024
N -0.378 -2.211 -0.447 0.4453 0.2559 -0.0375
H 3.457 -0.167 0.551 -0.0069 0.0340 0.0039
H 3.364 -0.460 -1.735 0.0621 0.0770 0.0854
H 1.654 -0.751 -1.490 -0.0211 -0.0308 -0.3354
H 3.895 -2.618 -0.633 0.0100 0.0531 0.0016
H 2.816 -2.843 -1.987 -0.0020 -0.0296 0.0157
H 1.939 -2.566 0.915 -0.0133 0.0320 0.0434
H 2.278 -4.110 0.192 -0.0188 -0.0072 -0.0232
H 0.783 -5.304 -0.997 0.0053 0.0038 0.0081
H -1.561 -5.667 -1.717 -0.0049 0.0015 0.0000
H -3.167 -3.735 -1.558 0.0012 -0.0092 -0.0009
H -2.330 -1.579 -0.756 0.0087 0.0001 0.0074



No. 3
15
Properties=species:S:1:pos:R:3:forces:R:3 method="wB97M-V/def2-TZVPD" gap_ha=0.3026 spin_multiplicity=1 energy_ha=-553.17728 e_homo_ev=-8.9 de_lowest_kcal_mol=119.6 lumo_ev=-0.7
C -1.521 -0.687 -0.046 -1.7171 0.2464 0.2700
C -1.378 0.422 -0.776 -2.5839 -0.3392 -1.1202
C -0.203 1.046 -1.286 0.7567 1.8690 -1.2210
C 0.864 1.451 -0.552 -0.2510 -1.4214 -1.2712
N 1.071 1.020 0.708 -0.8534 -0.1422 2.2475
C 0.876 -0.037 1.318 0.5147 0.5790 -0.3939
F 0.706 -0.120 2.623 0.1685 -0.0989 -0.3720
N 1.198 -1.434 0.730 0.0534 3.0348 1.5152
O 1.621 -1.373 -0.362 0.7629 -0.5596 -2.7398
O 1.147 -2.335 1.479 -0.3478 -2.4751 1.4196
H -2.464 -1.109 0.297 -0.4643 0.7677 -0.4183
H -0.827 -1.381 0.301 1.4793 -0.4761 -0.0517
H -2.345 0.924 -1.237 1.8094 -1.1391 1.3088
H -0.364 1.483 -2.315 0.5121 -0.2296 1.3484
H 1.618 2.130 -0.880 0.1603 0.3843 -0.5213